(1)
139
Properties=species:S:1:pos:R:3 method="wB97M-V/def2-TZVPD" e_lumo_ev=1.764 total_charge=-1 energy_ev=-344971.956
C -0.96871 -2.35266 5.73821
C -0.24369 -2.62339 4.37610
C 1.23599 -3.11823 4.53861
C 1.70340 -3.76527 3.19494
C 2.84244 -4.82288 3.42792
C 2.09004 -2.70907 2.10763
C 3.51367 -2.06414 2.22312
C 3.48633 -0.51170 2.37162
C 3.35521 -0.01978 3.84656
C 1.87572 0.37376 4.21807
C 4.24175 1.27756 4.05855
C 2.09906 -3.57577 0.74046
O 1.45059 -2.77550 -0.25593
B 0.48937 -1.92237 0.41324
P -1.39983 -2.39354 0.36991
N -1.69788 -3.99705 1.08389
O -2.11125 -1.27398 1.50238
P 0.47868 -0.01320 -0.11340
O 1.65869 0.40210 -0.96644
O 0.40690 0.97003 1.26635
O -0.97074 0.32496 -0.94158
O 1.07305 -1.80969 1.78286
H -1.76511 -1.59791 5.52674
H -1.48303 -3.25983 6.12565
H -0.29058 -1.94186 6.50888
H -0.17918 -1.63928 3.86781
H -0.81146 -3.31922 3.73470
H 1.90762 -2.31066 4.89107
H 1.20652 -3.92823 5.30870
H 0.83605 -4.35267 2.82249
H 3.49920 -4.95134 2.54665
H 2.38179 -5.80977 3.65073
H 3.46075 -4.57511 4.31811
H 4.12066 -2.54286 3.02030
H 4.06949 -2.27042 1.26682
H 4.47678 -0.15580 2.00331
H 2.73507 -0.02715 1.72197
H 3.69686 -0.74996 4.60533
H 1.59133 0.00702 5.22647
H 1.69941 1.45998 4.09845
H 1.19395 -0.13430 3.50061
H 5.07555 1.08349 4.77119
H 3.67214 2.12930 4.47317
H 4.71578 1.59306 3.10294
H 3.08189 -3.86175 0.32342
H 1.40887 -4.45381 0.79933
H -0.91500 -4.63132 0.98643
H -2.01033 -3.92139 2.04859
H -2.64098 -1.80962 2.09793
H -0.19076 1.70324 1.10613
H -1.52320 0.87361 -0.37268
Cl -2.08304 -2.79371 -4.14463
C -1.48117 -4.46987 -4.20672
C -1.60758 -5.17024 -2.87391
Cl -0.50042 -4.49458 -1.65779
H -0.44726 -4.44502 -4.54727
H -2.07596 -4.99154 -4.95367
H -1.35359 -6.22486 -2.98337
H -2.61842 -5.10255 -2.48165
Cl 4.16920 3.48881 1.19478
C 4.30874 5.21813 1.59206
C 5.64751 5.55452 2.20392
Cl 5.84045 4.86276 3.83727
H 3.48584 5.48171 2.25415
H 4.18439 5.76787 0.65812
H 5.74462 6.63599 2.30491
H 6.46318 5.18982 1.57989
Cl -4.85910 3.81806 -2.86123
C -4.26414 2.13540 -2.83358
C -4.47847 1.47532 -1.49336
Cl -3.44153 2.18062 -0.23243
H -3.21058 2.14487 -3.10669
H -4.81262 1.59391 -3.60378
H -4.22039 0.41781 -1.55969
H -5.51304 1.55577 -1.16458
Cl -4.53062 -6.93914 -2.94025
C -4.45410 -8.47580 -3.84326
C -3.04630 -8.84678 -4.24758
Cl -2.39232 -7.75716 -5.49495
H -5.10790 -8.38973 -4.70934
H -4.85750 -9.24475 -3.18397
H -3.03954 -9.85011 -4.67256
H -2.36934 -8.83129 -3.39508
Cl -2.99390 7.52549 -6.16413
C -2.35489 5.93639 -5.66292
C -2.09601 5.87054 -4.17704
Cl -0.73522 6.91136 -3.68592
H -1.45038 5.74072 -6.23575
H -3.10234 5.19331 -5.93924
H -1.83401 4.85212 -3.89275
H -2.97171 6.16854 -3.60391
Cl -1.02424 9.26177 0.46030
C -1.94488 9.41979 -1.05706
C -3.40773 9.08445 -0.87402
Cl -3.66799 7.35262 -0.54638
H -1.47773 8.78026 -1.80376
H -1.84331 10.45542 -1.38180
H -3.95582 9.31970 -1.78632
H -3.84749 9.65108 -0.05513
Cl -6.61187 -10.60142 1.85750
C -6.27659 -8.96636 1.23056
C -5.69216 -8.99769 -0.16197
Cl -4.04245 -9.66998 -0.18262
H -5.61070 -8.46621 1.93086
H -7.22581 -8.43150 1.21843
H -5.62478 -7.98445 -0.55673
H -6.30655 -9.58879 -0.83941
Cl 6.30013 -2.89801 1.42070
C 7.91505 -2.15603 1.53491
C 8.26460 -1.77125 2.95379
Cl 7.26725 -0.42209 3.54798
H 7.93793 -1.29518 0.86902
H 8.63092 -2.89186 1.16677
H 9.30337 -1.44363 3.00122
H 8.13827 -2.61004 3.63621
Cl -3.41466 -0.90706 6.83444
C -4.70493 0.23688 6.38656
C -5.54365 -0.27761 5.23972
Cl -4.63030 -0.32414 3.71129
H -4.24088 1.19121 6.14461
H -5.33064 0.37462 7.26905
H -6.39522 0.38394 5.08069
H -5.92035 -1.27929 5.43934
Cl 5.71618 7.13189 -3.10304
C 6.30540 5.44951 -3.10876
C 6.17222 4.79427 -1.75441
Cl 7.28747 5.50077 -0.55380
H 7.33896 5.45566 -3.44979
H 5.70630 4.90633 -3.83888
H 6.41798 3.73595 -1.82984
H 5.15966 4.88058 -1.36553
Cl -2.73552 6.11216 -11.02773
C -1.79695 7.54275 -10.53004
C -2.56870 8.42885 -9.58023
Cl -3.94282 9.23532 -10.38024
H -1.50139 8.08128 -11.42857
H -0.89616 7.17508 -10.03896
H -1.91788 9.21581 -9.19987
H -2.95433 7.86568 -8.73256

---

(2)
139
Properties=species:S:1:pos:R:3 method="wB97M-V/def2-TZVPD" e_lumo_ev=2.085 total_charge=-1 energy_ev=-115923.267
C 0.97431 3.83238 0.08139
Si 1.95717 2.91909 -1.35302
C 0.76323 3.03659 -2.90858
C 3.52580 3.94180 -1.82788
C 2.36219 1.05667 -0.88671
C 3.45707 0.99721 0.34432
C 2.91377 1.60754 1.76874
C 3.71264 2.97488 2.26338
O 3.05773 3.81693 3.10372
O 5.08323 3.34579 1.87495
O 1.00183 0.46963 -0.64706
P 0.64019 -1.01000 -1.56163
O 0.43702 -0.16550 -3.11147
I 0.13983 -3.01020 -2.97577
C 0.87325 -1.93608 0.08951
C -0.23567 -3.09914 0.40824
C -1.79903 -2.65299 0.18010
C -2.89606 -3.66576 0.91969
C -4.36595 -2.87550 1.02942
N -5.09609 -2.79747 -0.29759
O 2.31530 -1.15012 -2.13662
C 2.97960 0.16652 -2.11828
S 4.82019 -0.16408 -2.22060
O 5.71083 1.11212 -2.25086
O 5.37184 -1.14895 -1.16071
F 5.08135 -0.94180 -3.76565
H 1.72628 4.32123 0.84044
H 0.16978 3.13728 0.58317
H 0.37481 4.72904 -0.42995
H 1.33364 2.93523 -3.92584
H 0.35186 4.15692 -2.87853
H -0.18115 2.35088 -2.80051
H 3.63634 4.96306 -1.21966
H 3.54470 4.21810 -2.98012
H 4.50857 3.34060 -1.61766
H 4.42985 1.58623 0.05362
H 3.65508 -0.16359 0.54005
H 3.14837 0.79331 2.60889
H 1.73449 1.75556 1.79750
H 5.06822 3.87543 1.01669
H -0.74016 -0.59173 -1.37020
H -0.46974 -0.44432 -3.47098
H 1.92718 -2.49183 0.02178
H 0.97637 -1.20892 1.02585
H -0.13300 -3.34222 1.57278
H -0.01199 -4.14206 -0.12815
H -2.13483 -2.61342 -0.95358
H -2.01527 -1.58334 0.61975
H -2.57174 -3.99864 1.99358
H -3.04408 -4.61439 0.21419
H -4.12748 -1.77291 1.35618
H -5.10165 -3.39569 1.78992
H -5.71038 -1.93506 -0.27672
H -4.44203 -2.63827 -1.10084
H 2.81830 0.90085 -3.04307
C -1.48351 -6.72099 1.91462
O -1.53409 -5.65446 2.51364
N -0.33824 -7.45014 1.67354
C -0.36289 -8.70695 0.95478
C 0.93070 -6.94402 2.15411
H -2.39122 -7.19575 1.50663
H 0.03147 -9.49353 1.60443
H 0.26530 -8.61702 0.06386
H -1.38039 -8.96814 0.65176
H 0.88114 -6.83389 3.24155
H 1.11384 -5.96167 1.70850
H 1.74335 -7.62578 1.88958
C -2.46633 3.41146 -0.86746
O -1.51589 3.21807 -1.61454
N -3.41910 4.39611 -1.02267
C -4.51611 4.55938 -0.09170
C -3.32080 5.29658 -2.15264
H -2.63562 2.78372 0.02309
H -5.45940 4.44340 -0.63301
H -4.46356 5.56115 0.34435
H -4.46790 3.81636 0.70890
H -3.35480 4.71250 -3.07720
H -2.36383 5.82479 -2.10460
H -4.14122 6.01907 -2.14299
C 1.75460 6.75053 2.23642
O 1.37333 6.89504 1.08203
N 2.42107 7.69842 2.98391
C 2.83967 7.44866 4.34743
C 2.71235 8.98556 2.38747
H 1.58468 5.80943 2.78529
H 2.36313 8.18259 5.00359
H 3.92682 7.55280 4.40815
H 2.55687 6.44264 4.66885
H 1.77286 9.46032 2.08901
H 3.32892 8.83361 1.49648
H 3.24114 9.62856 3.09608
C 6.62907 3.53546 -3.91391
O 6.71569 4.63167 -3.37568
N 7.22158 3.18065 -5.10742
C 7.06999 1.85891 -5.67911
C 8.02154 4.16029 -5.81289
H 6.04446 2.71692 -3.46224
H 8.05855 1.40197 -5.78023
H 6.60542 1.95138 -6.66504
H 6.44434 1.22451 -5.04550
H 8.84337 4.48131 -5.16584
H 7.39734 5.02804 -6.04633
H 8.42408 3.73681 -6.73691
C -6.74640 -2.18510 -2.90624
O -5.67178 -1.66681 -2.63155
N -7.08967 -2.71440 -4.13238
C -8.38578 -3.31182 -4.37732
C -6.12390 -2.67225 -5.21072
H -7.55279 -2.26912 -2.15892
H -8.24379 -4.35456 -4.67530
H -8.88104 -2.76345 -5.18383
H -9.01199 -3.27642 -3.48179
H -5.22373 -3.21312 -4.90366
H -5.85787 -1.62978 -5.40971
H -6.53581 -3.12651 -6.11580
C -9.04700 -6.35414 1.69005
O -9.42828 -6.20962 0.53566
N -8.38054 -5.40625 2.43753
C -7.96194 -5.65600 3.80106
C -8.08926 -4.11911 1.84110
H -9.21693 -7.29524 2.23892
H -8.43847 -4.92208 4.45722
H -6.87478 -5.55187 3.86177
H -8.24474 -6.66202 4.12248
H -9.02875 -3.64435 1.54264
H -7.47269 -4.27105 0.95011
H -7.56047 -3.47611 2.54971
C 4.33670 -2.01532 4.80762
O 3.95543 -1.87080 3.65323
N 5.00317 -1.06742 5.55510
C 5.42177 -1.31718 6.91863
C 5.29445 0.21972 4.95867
H 4.16678 -2.95641 5.35648
H 4.94523 -0.58325 7.57479
H 6.50892 -1.21304 6.97934
H 5.13897 -2.32320 7.24005
H 4.35496 0.69448 4.66021
H 5.91102 0.06777 4.06768
H 5.82324 0.86272 5.66728

---

(3)
132
Properties=species:S:1:pos:R:3 method="wB97M-V/def2-TZVPD" e_lumo_ev=1.698 total_charge=-1 energy_ev=-73908.160 de_lowest_kcal_mol=0.00
Na -0.48929 0.09384 0.58122
C -1.09180 -0.22880 5.57123
C -1.04942 -0.25678 4.22139
C -1.11879 -1.47262 3.41624
O -1.28614 -1.31796 2.16189
C -1.10395 -2.73048 3.92076
C -1.24554 -2.87874 5.37925
C -1.16755 -1.56662 6.22513
O -1.12631 -1.69509 7.42514
O -1.38803 -3.97368 5.86766
O -0.90094 0.83895 3.56544
H -0.93811 0.67078 6.16824
H -1.15733 -3.60582 3.27377
C -2.01538 4.54944 -3.96335
C -2.95198 3.82495 -4.90713
C -2.77724 2.30145 -4.68915
O -1.45771 1.90445 -4.96192
C -1.35884 0.49538 -4.85778
N -4.27877 4.31401 -4.64153
H -2.12960 5.59952 -4.18899
H -0.94982 4.28241 -4.05664
H -2.36720 4.37174 -2.93162
H -2.70575 4.12060 -5.94540
H -3.46442 1.75941 -5.33214
H -2.85737 2.07517 -3.60946
H -1.85992 -0.03140 -5.66191
H -1.79508 0.16110 -3.91731
H -0.33172 0.13658 -4.91877
H -4.52878 4.34292 -3.67543
H -5.02849 3.81524 -5.11146
C -3.09280 2.81541 -0.52293
C -3.14311 2.11345 0.81150
C -3.60327 0.67545 0.60946
O -4.94678 0.72938 0.20586
C -5.56040 -0.56267 0.00400
N -1.82233 2.21180 1.43523
H -2.34518 2.33830 -1.18276
H -2.71522 3.85130 -0.40976
H -4.08807 2.84299 -0.90899
H -3.88859 2.55210 1.48051
H -3.43511 0.10423 1.52576
H -2.94252 0.17671 -0.11269
H -6.51262 -0.46530 -0.51514
H -5.68879 -0.99367 1.01110
H -4.95225 -1.26893 -0.57008
H -1.67080 1.80378 2.32893
H -1.47014 3.14973 1.39955
C 4.47913 -0.57771 0.27372
C 5.88249 -0.02013 -0.07732
C 6.13135 1.15260 0.82191
O 7.54322 1.52072 0.78648
C 7.98498 2.58889 1.51840
N 6.95490 -1.02519 0.03277
H 4.26623 -1.40175 -0.41687
H 3.72654 0.21741 0.20408
H 4.36921 -0.97408 1.29312
H 5.87257 0.37965 -1.08855
H 5.77973 0.94300 1.82057
H 5.55186 2.01379 0.54197
H 9.08054 2.56548 1.38943
H 7.70697 2.57511 2.59119
H 7.62380 3.54555 1.10081
H 7.08994 -1.28983 1.00356
H 7.86089 -0.65394 -0.22700
C 2.58117 1.56485 -3.17811
C 1.65313 1.73485 -1.96505
C 1.20899 3.14095 -1.66566
O 2.34907 3.97708 -1.71549
C 2.12753 5.37029 -1.62365
N 0.38395 1.00087 -1.99454
H 2.02922 1.74074 -4.09532
H 2.97811 0.53479 -3.24122
H 3.43869 2.24946 -3.21532
H 2.15669 1.35140 -1.06645
H 0.82527 3.12452 -0.66629
H 0.49762 3.43909 -2.42157
H 3.08740 5.78647 -1.95726
H 1.70579 5.66901 -0.67270
H 1.37337 5.65127 -2.35980
H 0.35902 0.02061 -2.23050
H -0.26794 1.38871 -2.66445
C -3.48534 -5.46142 1.95981
C -3.04176 -4.64852 0.72065
C -3.75514 -5.04296 -0.51600
O -5.13915 -4.83182 -0.36408
C -5.82041 -5.10800 -1.56197
N -3.14239 -3.21747 0.92734
H -3.33639 -6.52822 1.87363
H -4.54389 -5.20430 2.10943
H -2.93416 -5.09070 2.85102
H -1.96581 -4.81999 0.54882
H -3.63273 -6.11841 -0.73855
H -3.35524 -4.41930 -1.31043
H -5.84436 -6.16974 -1.83119
H -5.37208 -4.57526 -2.41817
H -6.83197 -4.82328 -1.32028
H -2.46863 -2.75289 1.50519
H -4.06816 -2.88840 1.15322
C 1.46719 2.67738 2.35565
C 2.25450 1.41821 2.70320
C 2.33518 1.15188 4.20505
O 3.00809 -0.09691 4.32099
C 2.78630 -0.74901 5.58774
N 1.51989 0.21774 2.13788
H 0.47402 2.69703 2.81768
H 1.36344 2.78808 1.26926
H 2.03359 3.53575 2.75175
H 3.27218 1.49727 2.30258
H 1.36442 1.26110 4.73049
H 2.99740 1.86746 4.66245
H 3.44873 -1.61634 5.64303
H 1.76930 -1.05169 5.68904
H 2.97920 -0.03908 6.38241
H 0.66148 0.17426 2.68988
H 2.11542 -0.53890 2.47270
C 0.98266 -3.12119 0.53530
C 0.81151 -2.17415 -0.67657
C 1.33811 -2.87253 -1.89951
O 1.03377 -2.11932 -3.06057
C 1.52174 -2.55382 -4.28569
N -0.63309 -1.83567 -0.92792
H 0.69614 -2.57676 1.42973
H 2.03325 -3.45213 0.54372
H 0.31781 -3.98386 0.52066
H 1.37702 -1.21991 -0.46469
H 0.75483 -3.78395 -2.02535
H 2.40347 -3.08276 -1.88453
H 1.08371 -1.87061 -5.00218
H 1.23324 -3.59976 -4.51505
H 2.60203 -2.44662 -4.23251
H -0.96582 -1.76884 -1.87461
H -1.29529 -2.31022 -0.32229